No. 1
Entry from the Open Molecules 2025 dataset: 3 unconnected molecules or ions with the total composition C8H12NO3 at a distorted geometry (wB97M-V/def2-TZVPD).

Summary:
Gap between HOMO and LUMO = 7.632 eV
LUMO = -5.622 eV
ΔE to the lowest compared entry with this formula, charge and spin = 1.555 eV
HOMO = -13.3 eV
Charge = +1

```
24
C8H12NO3 | the Open Molecules 2025 dataset | wB97M-V/def2-TZVPD
C -2.1900 -0.7563 -3.2538
C -1.0851 0.1509 -3.2290
C -2.0809 -1.3715 -2.0457
C 0.0774 -4.1256 -1.3888
C -0.5619 1.1068 2.2102
C 1.1790 1.1182 0.3303
C 0.7886 -0.9712 1.6411
C 0.5080 0.4435 1.4406
N -0.4598 0.0400 -2.1170
O -0.4364 -4.9221 -2.0600
O -1.0608 -0.9236 -1.3054
O 0.5129 -3.2755 -0.7544
H -3.0777 -0.7647 -3.8821
H -0.8244 0.8460 -4.0192
H -2.7826 -2.0384 -1.5154
H -1.3310 1.5363 1.5067
H -1.0286 0.6363 3.0714
H -0.1194 1.9903 2.6623
H 2.2944 0.8203 0.1215
H 1.1795 2.2027 0.3745
H 0.7875 0.7905 -0.5993
H 0.1018 -1.5743 1.1077
H 1.7294 -1.0562 1.3020
H 0.5934 -1.2064 2.6997
```

***

No. 2
Entry from the Open Molecules 2025 dataset: C4H6N2O2 in the gas phase at a distorted geometry (wB97M-V/def2-TZVPD).

Summary:
Gap between HOMO and LUMO = 9.722 eV
Structure (SMILES) = CC1(C)N=NC(=O)O1
LUMO = -1.083 eV
ΔE to the lowest compared entry with this formula, charge and spin = 1.741 eV
HOMO = -10.8 eV

```
14
C4H6N2O2 | the Open Molecules 2025 dataset | wB97M-V/def2-TZVPD
C 0.2443 1.2405 -0.8605
C 0.4091 0.5075 0.4968
C -0.2164 -0.8679 0.4929
N -0.1467 1.3848 1.5683
N 0.7946 1.6953 2.3791
C 1.9637 1.1141 1.9939
O 3.0310 1.3323 2.5633
O 1.8142 0.3701 0.8691
H -0.8032 1.5592 -0.9627
H 0.8907 2.1175 -0.8343
H 0.5466 0.6094 -1.7316
H -1.2365 -0.9052 0.0606
H 0.3839 -1.5414 -0.0955
H -0.2667 -1.2078 1.4690
```

***

No. 3
Entry from the Open Molecules 2025 dataset: 2 unconnected molecules or ions with the total composition C9H10O3 at a distorted geometry (wB97M-V/def2-TZVPD).

Summary:
Gap between HOMO and LUMO = 8.568 eV
LUMO = -0.362 eV
ΔE to the lowest compared entry with this formula, charge and spin = 3.036 eV
HOMO = -8.9 eV

```
22
C9H10O3 | the Open Molecules 2025 dataset | wB97M-V/def2-TZVPD
C -2.4080 1.7092 -0.9350
C -2.5691 0.3965 -0.7906
C -1.2270 2.3372 -1.3030
C -1.4426 -0.3955 -0.8608
C -0.0778 1.5213 -1.1713
C -0.1195 0.1618 -0.9981
C 1.0504 -0.7255 -1.2012
C 2.1585 -0.5664 1.7263
C 1.5130 -1.2592 2.9441
O 1.3923 -0.8642 0.6812
O 1.0593 -2.0556 -1.3675
O 3.0920 0.2195 1.7761
H -3.3371 2.3100 -1.1196
H -3.6076 0.0881 -0.6174
H -1.0799 3.4956 -1.5504
H -1.5192 -1.4829 -0.7182
H 0.8520 1.9878 -1.4268
H 1.4399 -0.5592 3.7939
H 2.1020 -2.0840 3.3198
H 0.5910 -1.6692 2.3817
H 0.1899 -2.3020 -1.0360
H 1.9473 -0.2633 -1.5272
```

***

No. 4
Entry from the Open Molecules 2025 dataset: C9H6N4O in the gas phase at a distorted geometry (wB97M-V/def2-TZVPD).

Summary:
Gap between HOMO and LUMO (spin up / spin down) = 6.182 / 6.850 eV
Structure (SMILES) = N#C/C=c1/cccc/c1=C/N=N/N=O
LUMO (spin up / spin down) = -1.725 / -1.131 eV
ΔE to the lowest compared entry with this formula, charge and spin = 6.472 eV
HOMO (spin up / spin down) = -7.9 / -8.0 eV

```
20
C9H6N4O | the Open Molecules 2025 dataset | wB97M-V/def2-TZVPD
N -1.3762 -3.0273 -0.4483
C -0.8999 -2.2327 0.2383
C -0.3808 -1.2395 1.0624
C -0.2266 0.0691 0.6555
C -0.2132 1.1159 1.6297
C -0.4714 2.3992 1.2788
C -0.7127 2.7439 -0.0766
C -0.5667 1.8093 -1.0487
C -0.1931 0.4651 -0.7364
C 0.3767 -0.2861 -1.7532
N 1.1784 -1.3418 -1.6871
N 1.4667 -2.0418 -0.6992
N 1.8582 -3.1223 -0.4517
O 2.3792 -3.7772 0.3996
H -0.3065 -1.4905 2.1117
H -0.0820 0.8387 2.6656
H -0.5253 3.1685 2.0335
H -0.9774 3.7602 -0.3230
H -0.6730 2.0748 -2.0910
H 0.3457 0.1145 -2.7600
```

***

No. 5
Entry from the Open Molecules 2025 dataset: a molecular structure, C13H28HfNO4P2 at a distorted geometry (wB97M-V/def2-TZVPD).

Summary:
Gap between HOMO and LUMO = 7.230 eV
LUMO = -3.392 eV
ΔE to the lowest compared entry with this formula, charge and spin = 0.000 eV
HOMO = -10.6 eV
Charge = +1

```
49
C13H28HfNO4P2 | the Open Molecules 2025 dataset | wB97M-V/def2-TZVPD
C 1.0425 -1.3406 -3.2628
C 1.0803 -0.9594 -1.9206
N -0.0757 -0.8586 -1.2148
C -1.2528 -1.1506 -1.8120
C -1.3251 -1.5109 -3.1528
C -0.1589 -1.6361 -3.8917
C 2.3787 -0.4540 -1.3628
P 2.5353 -0.3008 0.4363
Hf 0.0402 -0.1966 1.0912
P -2.4992 -0.0903 0.5070
C -2.5789 -1.0382 -1.0534
O 2.0376 2.6296 -2.3566
O -0.7828 2.1838 -1.3228
H 1.9852 -1.3996 -3.8027
H -2.3069 -1.6941 -3.5787
H -0.1975 -1.9316 -4.9396
C 3.4425 -1.7998 0.9026
C 3.7813 1.0151 0.6006
H -3.3294 -0.5459 -1.6861
H -2.9578 -2.0394 -0.8023
H 2.5649 0.5218 -1.7065
H 3.1968 -1.1036 -1.7651
C -3.7095 -0.9307 1.5630
C -3.2871 1.4751 0.0807
H 0.0631 1.6747 1.1438
H -0.6311 3.1306 -1.1818
H 1.1598 2.3384 -2.1264
H 2.2464 2.3910 -3.2729
H -0.1701 -1.8717 1.5767
H -0.2125 1.8411 -0.6442
H 4.4364 -1.7801 0.4356
H 3.5234 -1.8236 1.9970
H 2.8774 -2.6714 0.5534
H 4.7858 0.6157 0.3770
H 3.5547 1.8407 -0.0926
H 3.7629 1.4022 1.6319
H -4.3125 1.2967 -0.2623
H -3.2880 2.1317 0.9567
H -2.6968 1.9482 -0.7084
H -4.7155 -0.8211 1.1186
H -3.4329 -1.9964 1.6365
H -3.6871 -0.4739 2.5672
C 0.0291 0.2857 4.6715
O -0.0277 0.2976 3.2277
C -1.1409 0.9293 2.6441
O -1.9012 1.6348 3.2223
H -0.3372 1.2418 5.0340
H 1.0731 0.1375 4.9234
H -0.5823 -0.5441 5.0212
```

***

No. 6
Entry from the Open Molecules 2025 dataset: 2 unconnected molecules or ions with the total composition C2H3NOS at a distorted geometry (wB97M-V/def2-TZVPD).

Summary:
Gap between HOMO and LUMO = 7.647 eV
Structure (SMILES) = N=C=O.C=S
LUMO = -0.741 eV
ΔE to the lowest compared entry with this formula, charge and spin = 2.208 eV
HOMO = -8.4 eV

```
8
C2H3NOS | the Open Molecules 2025 dataset | wB97M-V/def2-TZVPD
N 0.6241 0.7980 0.0569
C 1.6324 0.3511 0.5416
O 2.2404 -0.3978 1.1767
H 0.4373 1.6322 -0.4855
C -0.9828 -0.5187 -0.2508
S -1.7319 -0.2151 -1.7047
H -0.8334 -1.5512 -0.0386
H -1.3860 -0.0985 0.7044
```